1.
Formula: C20H19AsIrN4O11S2
Source: OMol25
Level of theory: ωB97M-V/def2-TZVPD

Last column: Löwdin charge in e.
Atoms and positions in Å:
1 Ir -0.96 -0.33 -0.10  1.408
2 O 1.40 2.50 0.47  -0.240
3 As 1.02 1.45 1.82  0.922
4 O 2.32 1.31 2.78  -0.430
5 O 0.60 -0.09 1.16  -0.577
6 C -0.52 2.11 2.78  -0.226
7 C -0.32 2.14 4.15  -0.082
8 C -1.35 2.48 5.01  -0.061
9 C -2.60 2.78 4.51  -0.054
10 C -2.82 2.76 3.14  -0.045
11 C -1.79 2.43 2.27  -0.264
12 S -2.18 2.57 0.54  0.528
13 O -1.96 3.94 0.17  -0.253
14 O -3.49 2.00 0.36  -0.265
15 O -1.11 1.73 -0.15  -0.512
16 H 0.57 2.67 -0.02  0.021
17 H 0.67 1.90 4.53  0.100
18 H -1.17 2.50 6.08  0.108
19 H -3.42 3.03 5.17  0.111
20 H -3.80 2.98 2.73  0.123
21 O -4.57 -0.75 1.72  0.214
22 C -3.55 -0.62 1.16  -0.465
23 O -2.32 -0.54 1.40  -0.089
24 C -3.78 -0.58 -0.79  -0.464
25 O -4.91 -0.65 -1.09  0.216
26 O -2.64 -0.52 -1.29  -0.082
27 N 0.45 -0.11 -1.52  0.086
28 C 1.47 0.42 -1.69  -0.188
29 N 2.64 0.93 -1.90  -0.054
30 C 2.78 2.28 -2.47  -0.092
31 C 4.15 2.36 -3.13  -0.184
32 O 5.17 2.06 -2.20  -0.115
33 C 5.05 0.74 -1.71  -0.181
34 C 3.74 0.55 -0.97  -0.084
35 H 2.69 3.01 -1.67  0.127
36 H 1.99 2.44 -3.20  0.140
37 H 4.33 3.38 -3.48  0.133
38 H 4.20 1.68 -3.98  0.130
39 H 5.88 0.58 -1.02  0.134
40 H 5.12 0.03 -2.53  0.130
41 H 3.68 1.19 -0.09  0.128
42 H 3.60 -0.48 -0.67  0.141
43 N -0.09 -2.50 2.17  0.133
44 C -0.43 -3.05 1.01  -0.654
45 N -0.71 -2.37 -0.08  -0.072
46 C -0.96 -3.22 -1.17  -0.281
47 C -1.21 -2.83 -2.48  -0.028
48 C -1.45 -3.81 -3.43  -0.067
49 C -1.44 -5.16 -3.09  -0.084
50 C -1.17 -5.56 -1.79  -0.087
51 C -0.93 -4.57 -0.85  -0.464
52 S -0.53 -4.78 0.84  1.125
53 H 0.20 -1.52 2.16  0.067
54 H 0.11 -3.08 2.96  0.111
55 H -1.23 -1.79 -2.76  0.088
56 H -1.65 -3.52 -4.45  0.108
57 H -1.63 -5.91 -3.85  0.106
58 H -1.15 -6.60 -1.52  0.110

Output
multiplicity	2
orbital gap (spin up / spin down)	9.02 / 6.86	eV
energy above the lowest of the compared OMol25 structures with the same formula, charge and spin	0.0	kcal per mole
HOMO (spin up / spin down)	-8.9 / -8.9	eV
total charge	0
strongest force on any atom	0.11	eV/Å

***

2.
Formula: C20H19AuN7O
Source: OMol25
Level of theory: ωB97M-V/def2-TZVPD

Last column: Löwdin charge in e.
Atoms and positions in Å:
1 Au 0.36 0.23 -0.76  1.276
2 O -0.14 4.16 0.35  0.073
3 C -0.13 2.95 0.45  -0.489
4 N 0.50 2.16 -0.47  -0.147
5 C 1.40 2.83 -1.40  -0.146
6 C 2.49 1.88 -1.82  -0.233
7 C 3.61 2.32 -2.52  0.003
8 C 4.58 1.41 -2.90  -0.027
9 C 4.41 0.07 -2.59  -0.039
10 C 3.28 -0.31 -1.90  -0.112
11 N 2.35 0.58 -1.52  -0.035
12 C -0.75 2.27 1.65  -0.228
13 C -1.75 2.96 2.32  0.008
14 C -2.30 2.37 3.45  -0.040
15 C -1.83 1.14 3.86  -0.051
16 C -0.81 0.55 3.12  -0.142
17 N -0.28 1.09 2.03  0.085
18 H 1.84 3.69 -0.90  0.136
19 H 0.89 3.22 -2.28  0.141
20 H 3.71 3.37 -2.75  0.130
21 H 5.45 1.74 -3.44  0.121
22 H 5.14 -0.68 -2.87  0.115
23 H 3.08 -1.34 -1.64  0.100
24 H -2.06 3.93 1.96  0.123
25 H -3.09 2.87 4.00  0.114
26 H -2.23 0.64 4.73  0.106
27 H -0.41 -0.41 3.43  0.102
28 C -4.42 -0.04 -0.28  -0.078
29 C -3.82 1.08 -0.84  -0.072
30 C -2.44 1.15 -0.95  -0.119
31 C -1.65 0.10 -0.50  -0.291
32 C -2.25 -1.02 0.05  -0.134
33 C -3.63 -1.09 0.16  -0.081
34 H -5.50 -0.10 -0.20  0.108
35 H -4.43 1.90 -1.20  0.111
36 H -2.00 2.04 -1.40  0.098
37 H -1.66 -1.85 0.43  0.076
38 H -4.08 -1.97 0.60  0.106
39 N 1.33 -4.31 1.29  0.203
40 C 0.81 -4.89 0.21  -0.473
41 N 0.71 -6.21 0.16  0.199
42 N 0.36 -4.22 -0.85  0.144
43 C 0.43 -2.93 -0.89  -0.283
44 N 0.49 -1.78 -1.01  0.048
45 H 1.66 -4.84 2.08  0.125
46 H 1.41 -3.31 1.35  0.113
47 H 1.06 -6.81 0.89  0.125
48 H 0.33 -6.63 -0.67  0.131

Output
orbital gap	8.72	eV
energy above the lowest of the compared OMol25 structures with the same formula, charge and spin	2.7	kcal per mole
HOMO	-11.5	eV
total charge	+1
strongest force on any atom	0.67	eV/Å

***

3.
Formula: C20H19CeCl5N3O2S5Se
Source: OMol25
Level of theory: ωB97M-V/def2-TZVPD

Last column: Löwdin charge in e.
Atoms and positions in Å:
1 Ce 0.92 -0.13 0.37  0.570
2 Cl 0.37 -5.68 5.60  0.741
3 C 0.33 -4.27 4.73  -0.759
4 C 0.05 -4.35 3.34  -0.729
5 Cl -0.53 -5.73 2.54  0.724
6 C 0.12 -3.19 2.62  -0.599
7 Cl -0.01 -3.21 0.91  0.783
8 C 0.44 -1.93 3.19  -0.390
9 O 0.59 -0.87 2.40  -0.422
10 C 0.62 -1.81 4.62  -0.613
11 Cl 1.06 -0.31 5.29  0.753
12 C 0.53 -3.01 5.35  -0.660
13 Cl 0.75 -2.91 7.07  0.671
14 C 4.26 0.69 2.93  -0.378
15 S 2.92 1.63 2.26  0.851
16 C 3.16 1.40 0.52  -1.033
17 C 3.54 0.22 -0.15  -1.116
18 S 3.35 -1.44 0.48  0.606
19 S 3.76 0.38 -1.90  0.939
20 C 3.47 2.10 -1.98  -1.428
21 S 3.63 3.04 -3.33  0.575
22 S 2.94 2.83 -0.48  0.939
23 H 3.99 0.37 3.91  0.025
24 H 5.20 1.26 2.98  0.056
25 H 4.48 -0.21 2.30  0.005
26 C -1.41 -1.60 -2.65  -0.010
27 N -1.37 -0.22 -3.23  -0.101
28 C -2.16 0.00 -4.44  -0.048
29 C -0.72 0.80 -2.55  -0.399
30 O -0.34 0.57 -1.34  -0.220
31 N -0.46 1.93 -3.20  -0.092
32 C 0.02 3.08 -2.38  -0.015
33 C -0.04 1.98 -4.58  -0.031
34 H -2.11 -2.28 -3.13  0.086
35 H -1.77 -1.58 -1.60  0.087
36 H -0.39 -2.07 -2.64  0.105
37 H -2.98 -0.76 -4.38  0.101
38 H -1.53 -0.10 -5.36  0.088
39 H -2.59 1.00 -4.39  0.098
40 H -0.14 2.90 -1.31  0.069
41 H -0.55 3.99 -2.68  0.115
42 H 1.06 3.27 -2.59  0.006
43 H -0.16 0.97 -5.05  0.088
44 H 0.99 2.27 -4.70  0.063
45 H -0.63 2.72 -5.11  0.100
46 Se -0.48 2.26 1.95  0.609
47 C -2.13 1.37 1.54  -0.655
48 C -2.38 0.04 1.92  -0.125
49 C -3.41 -0.70 1.35  -0.130
50 N -4.21 -0.13 0.42  0.029
51 C -4.09 1.17 0.16  -0.178
52 C -3.01 1.92 0.59  -0.136
53 H -1.73 -0.43 2.66  0.091
54 H -3.48 -1.75 1.47  0.092
55 H -4.85 1.60 -0.51  0.105
56 H -2.91 2.92 0.16  0.096

Output
multiplicity	2
orbital gap (spin up / spin down)	6.32 / 6.32	eV
energy above the lowest of the compared OMol25 structures with the same formula, charge and spin	0.0	kcal per mole
HOMO (spin up / spin down)	-7.2 / -7.2	eV
total charge	0
strongest force on any atom	3.05	eV/Å

***

4.
Formula: C20H19Cl2N3O6
Source: OMol25
Level of theory: ωB97M-V/def2-TZVPD

Last column: Löwdin charge in e.
Atoms and positions in Å:
1 O -2.11 10.57 0.24  0.034
2 N -3.11 10.78 0.90  -0.361
3 O -3.74 9.92 1.47  0.105
4 C -3.57 12.15 0.99  -0.157
5 C -2.94 13.15 0.25  -0.029
6 C -3.28 14.46 0.42  -0.076
7 C -4.20 14.80 1.38  -0.078
8 C -4.97 13.84 2.02  -0.049
9 C -4.64 12.50 1.82  0.015
10 H -2.11 12.89 -0.39  0.126
11 H -2.73 15.26 -0.06  0.121
12 H -4.40 15.85 1.58  0.116
13 H -5.69 14.10 2.77  0.110
14 H -5.20 11.70 2.31  0.118
15 O -0.67 15.51 5.07  0.081
16 N -1.03 14.88 4.09  -0.345
17 O -1.62 15.37 3.15  0.078
18 C -0.84 13.44 4.14  -0.141
19 C -0.94 12.75 2.95  0.007
20 C -0.81 11.37 2.96  -0.075
21 C -0.52 10.70 4.12  -0.048
22 C -0.48 11.40 5.34  -0.051
23 C -0.64 12.77 5.35  0.002
24 H -1.23 13.22 2.02  0.105
25 H -0.97 10.86 2.01  0.072
26 H -0.57 9.62 4.05  0.112
27 H -0.30 10.94 6.31  0.107
28 H -0.73 13.32 6.27  0.119
29 O 4.52 3.00 -0.46  0.082
30 N 4.45 4.14 -0.86  -0.373
31 O 3.67 4.52 -1.70  0.088
32 C 5.38 5.09 -0.29  -0.146
33 C 5.52 6.35 -0.89  -0.028
34 C 6.37 7.31 -0.39  -0.106
35 C 7.13 6.98 0.75  -0.068
36 C 7.09 5.71 1.26  -0.075
37 C 6.24 4.75 0.74  -0.004
38 H 5.02 6.58 -1.82  0.119
39 H 6.45 8.30 -0.81  0.091
40 H 7.71 7.77 1.21  0.108
41 H 7.70 5.47 2.12  0.108
42 H 6.15 3.77 1.18  0.120
43 Cl 1.69 11.68 -1.25  0.545
44 C 1.30 10.51 0.03  -0.682
45 C 1.99 9.18 -0.08  -0.616
46 Cl 3.78 9.34 -0.06  0.568
47 H 0.23 10.35 0.17  0.045
48 H 1.61 11.03 0.93  0.058
49 H 1.72 8.53 -0.91  0.078
50 H 1.83 8.58 0.81  0.069

Output
SMILES string	O=[N+]([O-])c1ccccc1.O=[N+]([O-])c1ccccc1.O=[N+]([O-])c1ccccc1.ClCCCl
orbital gap	8.99	eV
energy above the lowest of the compared OMol25 structures with the same formula, charge and spin	12.2	kcal per mole
HOMO	-10.0	eV
total charge	0
strongest force on any atom	2.12	eV/Å